P.
Density functional theory data (ωB97M-V/def2-TZVPD) for 2 unconnected molecules or ions with the total composition C6H15N2.

The geometry in ORCA input format:
```
! RIJCOSX wB97M-V def2-TZVPD def2/J DEFGRID3
* xyz 1 1
C -3.41 -0.01 0.74
C -2.04 0.66 1.12
C -0.97 0.20 0.30
C 0.23 -0.44 0.76
N 1.13 -0.68 -0.13
C 2.48 -0.97 0.36
C 3.47 -0.12 -0.49
N -3.42 -1.32 1.38
H -4.21 0.64 1.08
H -3.41 -0.05 -0.34
H -1.86 0.51 2.18
H -2.19 1.75 0.97
H -0.97 0.27 -0.79
H 0.38 -0.81 1.78
H 2.76 3.59 -5.70
H 2.65 -0.62 1.39
H 2.58 -2.06 0.31
H 3.25 -0.47 -1.50
H 4.48 -0.43 -0.24
H 3.15 0.90 -0.32
H 2.62 3.10 -5.18
H -4.20 -1.86 1.02
H -2.54 -1.80 1.30
*
```

Output
HOMO level: -0.4957 Ha

Atomic partial charges in e from the natural (NBO) method, atoms 1 to 2: C -0.161; C -0.561


Q.
Density functional theory data (ωB97M-V/def2-TZVPD) for 3 unconnected molecules or ions with the total composition C6H15N2.

The geometry in ORCA input format:
```
! RIJCOSX wB97M-V def2-TZVPD def2/J DEFGRID3
* xyz 1 1
N 1.11 2.81 1.08
C 1.49 -2.69 0.63
C 2.07 -3.84 0.97
N -0.08 0.02 0.21
C 0.16 0.47 -1.22
C -1.17 1.18 -1.70
C -2.23 0.72 -0.61
C -1.34 0.17 0.69
H 1.18 3.15 2.03
H 1.10 1.83 0.96
H 0.49 3.50 0.60
H 2.03 -1.74 0.66
H 0.60 -2.77 -0.01
H 1.48 -4.72 0.83
H 3.14 -3.77 1.17
H 0.29 -0.45 -1.92
H 1.15 0.97 -1.45
H -0.97 2.24 -1.52
H -1.59 1.08 -2.69
H -2.92 -0.05 -0.89
H -2.79 1.61 -0.28
H -1.76 -0.75 1.17
H -1.42 1.05 1.29
*
```

Output
HOMO level: -0.4762 Ha

Atomic partial charges in e from the natural (NBO) method, atoms 1 to 2: N -1.080; C -0.432


Most favorable structure: P. The second most favorable one is 53.0 kcal/mol above it.


P.
Density functional theory data (ωB97M-V/def2-TZVPD) for a molecular structure, C6H15N2.

The geometry in ORCA input format:
```
! RIJCOSX wB97M-V def2-TZVPD def2/J DEFGRID3
* xyz 1 1
C -0.62 1.85 0.90
C 0.00 0.67 1.65
C -1.32 -1.21 2.31
N -0.73 -0.59 1.37
H -0.45 1.84 -0.24
H -1.74 1.85 1.06
H -0.10 2.80 1.25
H 1.02 0.40 1.30
H -0.03 0.89 2.74
H -1.97 -2.05 2.05
H -1.33 -0.86 3.35
H -0.81 -0.87 0.15
N -0.82 -1.18 -1.10
C 0.53 -1.13 -1.74
C 2.21 0.72 -1.41
C 1.09 0.24 -1.97
H -1.18 -2.10 -1.23
H -1.42 -0.58 -1.59
H 0.41 -1.62 -2.72
H 1.24 -1.71 -1.10
H 2.73 1.62 -1.72
H 2.74 0.17 -0.66
H 0.54 0.86 -2.66
*
```

Output
HOMO level: -0.5021 Ha

Atomic partial charges in e from the natural (NBO) method, atoms 1 to 2: C -0.639; C -0.245


Q.
Density functional theory data (ωB97M-V/def2-TZVPD) for 2 unconnected molecules or ions with the total composition C6H15N2.

The geometry in ORCA input format:
```
! RIJCOSX wB97M-V def2-TZVPD def2/J DEFGRID3
* xyz 1 1
C 0.77 0.88 0.07
C 1.89 0.05 0.04
C 3.19 0.76 0.11
C 2.02 -1.35 -0.33
C -1.50 1.75 0.19
C -0.64 0.55 -0.07
N -1.05 -0.70 -0.12
N -3.58 -1.24 0.13
H 1.08 1.96 0.18
H 3.60 0.95 1.11
H 3.31 1.75 -0.46
H 4.10 0.14 -0.30
H 1.07 -1.85 -0.92
H 1.97 -1.96 0.52
H 2.86 -1.64 -0.84
H -2.49 1.52 0.04
H -0.97 2.69 -0.27
H -1.51 2.07 1.22
H -2.15 -0.83 -0.06
H -0.35 -1.38 -0.30
H -4.02 -0.69 -0.58
H -4.19 -1.29 0.94
H -3.42 -2.14 -0.30
*
```

Output
HOMO level: -0.4899 Ha

Atomic partial charges in e from the natural (NBO) method, atoms 1 to 2: C -0.346; C 0.188


Most favorable structure: P. The second most favorable one is 1.8 kcal/mol above it.


P.
Density functional theory data (ωB97M-V/def2-TZVPD) for a molecular structure, CH3I3Si.

The geometry in ORCA input format:
```
! RIJCOSX wB97M-V def2-TZVPD def2/J DEFGRID3
* xyz 0 1
C -0.38 -0.71 0.53
Si 0.62 0.61 -0.55
I 0.42 -1.11 2.37
I -2.21 0.94 1.14
I -1.01 -2.36 -0.67
H 1.25 -0.26 -1.81
H -0.08 1.49 -1.44
H 1.38 1.40 0.42
*
```

Output
HOMO level (alpha / beta): -0.3393 / -0.3393 Ha

Atomic partial charges in e from the natural (NBO) method, atoms 1 to 2: C -1.047; Si 0.887


Q.
Density functional theory data (ωB97M-V/def2-TZVPD) for a molecular structure, CH3I3Si.

The geometry in ORCA input format:
```
! RIJCOSX wB97M-V def2-TZVPD def2/J DEFGRID3
* xyz 0 1
C -2.45 -0.73 -0.38
Si 1.71 0.14 -0.34
I -3.10 1.27 -0.10
I -2.63 -1.91 1.27
I 0.93 1.25 1.63
H 1.18 1.00 -1.43
H 1.08 -1.23 -0.40
H 3.29 0.21 -0.25
*
```

Output
HOMO level: -0.3245 Ha

Atomic partial charges in e from the natural (NBO) method, atoms 1 to 2: C -0.469; Si 0.605


R.
Density functional theory data (ωB97M-V/def2-TZVPD) for a molecular structure, CH3I3Si.

The geometry in ORCA input format:
```
! RIJCOSX wB97M-V def2-TZVPD def2/J DEFGRID3
* xyz 0 1
C -1.19 -1.55 1.11
Si -0.27 0.00 0.12
I -0.79 -1.54 3.27
I -3.30 -1.23 0.78
I -0.74 -3.54 0.37
H 1.19 -0.30 0.07
H -0.96 0.45 -1.09
H -0.36 1.39 0.70
*
```

Output
HOMO level: -0.3421 Ha

Atomic partial charges in e from the natural (NBO) method, atoms 1 to 2: C -1.077; Si 0.876


Most favorable structure: R. The second most favorable one is 13.7 kcal/mol above it.


P.
Density functional theory data (ωB97M-V/def2-TZVPD) for 9 unconnected molecules or ions with the total composition C21H64N4O9.

The geometry in ORCA input format:
```
! RIJCOSX wB97M-V def2-TZVPD def2/J DEFGRID3
* xyz 0 1
C 0.11 5.84 -0.81
C 1.33 5.57 -1.64
C 2.69 5.56 -0.86
O 2.90 6.83 -0.27
C 4.20 6.88 0.40
N 1.04 4.26 -2.26
H 0.12 6.81 -0.31
H -0.16 5.13 -0.03
H -0.70 5.90 -1.53
H 1.29 6.30 -2.44
H 3.41 5.16 -1.58
H 2.66 4.80 -0.08
H 4.63 7.87 0.26
H 5.01 6.23 0.08
H 4.07 6.64 1.45
H 1.91 4.10 -2.75
H 0.40 4.43 -3.02
C -2.56 -3.39 1.19
C -2.78 -1.97 1.62
C -3.38 -1.82 3.03
O -4.15 -0.60 3.02
C -4.94 -0.31 4.19
N -1.52 -1.23 1.34
H -3.53 -3.90 1.11
H -1.91 -3.91 1.89
H -2.10 -3.50 0.21
H -3.51 -1.55 0.93
H -2.74 -1.79 3.91
H -3.85 -2.75 3.35
H -4.37 0.00 5.06
H -5.64 -1.14 4.36
H -5.40 0.66 4.01
H -0.70 -1.48 1.89
H -1.37 -1.36 0.35
C -2.16 -3.06 -2.88
C -1.64 -1.63 -3.10
C -2.30 -0.59 -2.13
O -3.73 -0.49 -2.10
C -4.14 0.27 -0.95
N -0.20 -1.75 -2.98
H -1.82 -3.70 -2.07
H -1.94 -3.61 -3.79
H -3.24 -2.92 -2.81
H -1.88 -1.52 -4.16
H -1.97 0.43 -2.31
H -1.85 -0.76 -1.15
H -3.89 1.28 -1.28
H -3.66 0.07 0.01
H -5.22 0.17 -0.83
H 0.17 -1.97 -3.90
H 0.11 -0.81 -2.82
C 2.35 -7.72 1.24
C 1.25 -6.75 1.79
C 1.62 -5.29 1.94
O 1.86 -4.81 0.62
C 1.37 -3.49 0.31
N 0.11 -7.05 1.01
H 2.00 -8.75 1.27
H 3.26 -7.68 1.84
H 2.70 -7.48 0.24
H 0.99 -7.24 2.72
H 2.52 -5.26 2.57
H 0.89 -4.79 2.57
H 1.60 -2.85 1.15
H 0.29 -3.48 0.14
H 1.81 -3.01 -0.57
H -0.34 -6.18 0.78
H 0.29 -7.45 0.11
C -1.96 3.75 -3.51
O -1.25 4.57 -4.41
H -1.88 2.78 -4.01
H -1.60 3.60 -2.49
H -3.00 4.05 -3.59
H -1.88 5.12 -4.88
C 5.26 2.23 -0.30
O 6.62 1.76 -0.15
H 5.14 2.62 -1.31
H 4.53 1.44 -0.11
H 5.09 3.04 0.41
H 7.25 2.47 -0.04
C 0.91 0.82 -1.19
O 0.65 1.24 -2.50
H 1.31 -0.19 -1.13
H 1.74 1.36 -0.73
H 0.07 0.92 -0.50
H 0.60 2.17 -2.72
C 3.53 -0.94 1.91
O 2.44 -0.31 1.24
H 4.39 -1.09 1.26
H 3.75 -0.39 2.83
H 3.18 -1.90 2.28
H 2.14 0.45 1.73
C -2.29 2.32 2.66
O -1.41 1.65 1.80
H -3.20 1.72 2.67
H -1.94 2.26 3.69
H -2.48 3.39 2.57
H -1.39 0.70 1.94
*
```

Output
SMILES: COC[C@H](C)N.COC[C@H](C)N.COC[C@H](C)N.COC[C@H](C)N.CO.CO.CO.CO.CO
HOMO level: -0.3271 Ha

Atomic partial charges in e from the Mulliken method, atoms 1 to 2: C -1.500; C 0.307


Q.
Density functional theory data (ωB97M-V/def2-TZVPD) for 9 unconnected molecules or ions with the total composition C21H64N4O9.

The geometry in ORCA input format:
```
! RIJCOSX wB97M-V def2-TZVPD def2/J DEFGRID3
* xyz 0 1
C -5.63 3.58 3.03
O -6.10 2.35 2.55
H -6.48 4.24 2.90
H -5.26 3.65 4.05
H -4.75 3.95 2.49
H -7.01 2.26 2.80
C -8.84 -0.17 -1.55
O -8.49 0.16 -2.89
H -9.42 0.57 -1.00
H -9.47 -1.07 -1.56
H -7.93 -0.40 -1.00
H -9.08 0.90 -3.07
C -5.05 -0.06 -0.42
O -3.80 0.54 -0.80
H -5.05 -1.12 -0.70
H -5.21 -0.08 0.65
H -5.84 0.55 -0.87
H -3.87 0.77 -1.73
C -7.78 3.18 -0.94
O -7.53 3.93 0.31
H -8.85 3.16 -1.10
H -7.50 3.79 -1.80
H -7.36 2.17 -0.90
H -7.11 3.41 1.00
C -6.78 6.93 -4.06
O -6.99 5.55 -3.96
H -6.57 7.34 -3.08
H -6.03 7.31 -4.75
H -7.74 7.41 -4.24
H -6.39 5.07 -3.39
C -10.70 1.12 3.84
C -10.05 1.89 2.75
C -10.87 3.14 2.37
O -12.07 2.70 1.72
C -12.88 3.68 1.03
N -8.76 2.31 3.23
H -11.76 1.06 3.56
H -10.51 1.65 4.77
H -10.39 0.07 3.90
H -9.88 1.24 1.89
H -10.31 3.74 1.66
H -11.16 3.82 3.17
H -13.43 4.26 1.77
H -13.61 3.21 0.37
H -12.41 4.35 0.31
H -8.70 2.56 4.20
H -8.70 3.22 2.80
C -6.24 2.73 -4.53
C -5.09 2.17 -3.66
C -4.18 1.27 -4.52
O -3.20 0.73 -3.58
C -1.99 0.37 -4.18
N -4.37 3.21 -2.96
H -7.06 3.01 -3.86
H -6.74 2.07 -5.24
H -5.89 3.63 -5.03
H -5.48 1.58 -2.84
H -3.69 1.99 -5.17
H -4.74 0.47 -5.00
H -1.25 0.03 -3.45
H -1.57 1.12 -4.85
H -2.19 -0.44 -4.89
H -4.56 3.14 -1.97
H -3.39 3.00 -3.07
C -5.05 6.14 -1.10
C -5.35 6.53 0.40
C -4.54 7.76 0.80
O -3.13 7.61 0.57
C -2.42 8.10 1.63
N -6.68 6.87 0.76
H -5.99 5.72 -1.47
H -4.23 5.43 -1.21
H -4.85 7.01 -1.73
H -4.99 5.69 0.99
H -4.78 8.06 1.82
H -4.73 8.64 0.18
H -2.74 9.11 1.90
H -1.35 7.97 1.49
H -2.67 7.49 2.50
H -7.27 6.08 0.54
H -6.93 7.53 0.03
C -10.63 5.02 -2.85
C -10.36 4.79 -4.31
C -11.30 3.76 -5.05
O -10.91 2.51 -4.52
C -11.78 1.42 -4.91
N -10.53 6.14 -4.92
H -9.79 5.58 -2.45
H -10.65 4.09 -2.29
H -11.53 5.52 -2.49
H -9.35 4.41 -4.45
H -11.37 3.83 -6.13
H -12.34 3.95 -4.81
H -11.35 0.46 -4.61
H -12.05 1.41 -5.97
H -12.78 1.46 -4.48
H -9.68 6.58 -4.60
H -11.31 6.57 -4.46
*
```

Output
SMILES: COC[C@H](C)N.COC[C@H](C)N.COC[C@H](C)N.COC[C@H](C)N.CO.CO.CO.CO.CO
HOMO level: -0.3380 Ha

Atomic partial charges in e from the Mulliken method, atoms 1 to 2: C -0.603; O -0.559


Most favorable structure: Q. The second most favorable one is 28.3 kcal/mol above it.